No. 1
Here is a molecular structure, C25H36BrN8NiO2 from the Open Molecules 2025 dataset. Energies are from ωB97M-V/def2-TZVPD.

```
73
C25H36BrN8NiO2 (ωB97M-V/def2-TZVPD)
Ni -1.23 -0.86 0.25
O 2.24 -1.04 2.73
C 1.78 -0.45 3.86
C 2.70 -0.07 4.84
C 2.26 0.49 6.02
C 0.91 0.65 6.27
C 0.00 0.27 5.29
C 0.42 -0.25 4.07
C -0.64 -0.55 3.02
O -0.21 -1.24 1.93
N -1.25 0.78 2.59
N -1.25 1.00 1.26
C -1.25 2.17 0.76
C -1.38 2.35 -0.69
Br -2.30 0.91 -1.56
C -0.82 3.36 -1.36
C -0.73 3.64 -2.80
C 0.44 4.26 -3.24
C 0.63 4.52 -4.59
C -0.35 4.17 -5.51
C -1.53 3.58 -5.07
C -1.72 3.31 -3.73
H 1.41 -1.33 2.27
H 3.75 -0.23 4.64
H 2.99 0.77 6.77
H 0.56 1.06 7.21
H -1.06 0.38 5.48
H -1.46 -1.07 3.55
H -1.01 1.57 3.17
H -1.14 3.06 1.37
H -0.28 4.05 -0.73
H 1.20 4.55 -2.52
H 1.54 5.00 -4.92
H -0.20 4.38 -6.56
H -2.31 3.34 -5.78
H -2.66 2.89 -3.40
N -3.01 -1.27 1.38
C -3.15 -2.67 1.81
C -3.41 -3.62 0.65
C -2.26 -3.76 -0.34
N -1.97 -2.47 -1.00
H -2.90 -0.68 2.20
H -3.86 -0.93 0.93
H -3.96 -2.76 2.54
H -2.22 -2.94 2.31
H -4.33 -3.33 0.13
H -3.61 -4.61 1.07
H -2.52 -4.52 -1.08
H -1.36 -4.09 0.18
H -2.84 -2.11 -1.39
H -1.37 -2.62 -1.80
C 1.38 -2.00 -0.52
N 2.70 -2.04 -1.08
C 3.45 -0.87 -0.58
N 2.80 0.38 -0.97
C 1.47 0.42 -0.41
N 0.63 -0.74 -0.86
C 0.61 -0.67 -2.36
N 1.93 -0.71 -2.95
C 2.60 -1.94 -2.53
C 2.70 0.42 -2.43
H 1.43 -2.09 0.57
H 0.80 -2.85 -0.90
H 4.46 -0.90 -1.00
H 3.51 -0.92 0.50
H 0.97 1.33 -0.74
H 1.52 0.40 0.67
H 0.13 0.27 -2.65
H 0.02 -1.50 -2.75
H 3.60 -1.97 -2.97
H 2.04 -2.80 -2.91
H 2.21 1.35 -2.73
H 3.70 0.40 -2.86
```

Charge = +1
F_max = 0.3 eV Å⁻¹
LUMO level (spin up / spin down) = -2.9 / -2.9 eV
2S+1 = 3
Energy above the lowest of the compared OMol25 structures with the same formula, charge and spin = 0.2710 eV

Atomic partial charges in e from the Mulliken method, atoms 1 to 2: number 1, Ni, carries 0.305; number 2, O, carries -0.687

***

No. 2
Here is a single C3H2O2S3 molecule in a non-equilibrium geometry from the Open Molecules 2025 dataset. Energies are from ωB97M-V/def2-TZVPD.

```
10
C3H2O2S3 (ωB97M-V/def2-TZVPD)
C 1.56 -0.46 0.02
C -0.18 1.19 0.52
C -1.33 -1.07 -0.47
H -0.54 0.88 1.46
H -0.30 2.32 0.24
O 1.18 0.79 0.35
O -2.28 -1.83 -0.65
S 2.99 -0.70 -0.94
S -1.31 0.59 -0.95
S 0.21 -1.71 0.42
```

Charge = 0
F_max = 4.2 eV Å⁻¹
SMILES string = O=C1SCOC(=S)S1
LUMO level = -1.0 eV
2S+1 = 1
Energy above the lowest of the compared OMol25 structures with the same formula, charge and spin = 1.3873 eV

Atomic partial charges in e from the Mulliken method, atoms 1 to 2: number 1, C, carries 0.290; number 2, C, carries -0.558

***

No. 3
Here is 3 unconnected molecules or ions with the total composition C24H43N4O7 in a non-equilibrium geometry from the Open Molecules 2025 dataset. Energies are from ωB97M-V/def2-TZVPD.

```
78
C24H43N4O7 (ωB97M-V/def2-TZVPD)
C 0.57 -1.56 2.20
O 1.55 -0.60 2.49
C 1.46 0.57 1.69
C 0.72 1.69 2.39
C 0.57 2.91 1.48
C -0.26 2.70 0.20
C -1.41 1.71 0.33
C -2.27 1.68 -0.95
C -3.76 1.94 -0.76
C -4.60 0.79 -0.20
C -5.83 1.20 0.60
C -6.60 0.21 1.21
C -7.71 0.57 1.95
C -8.02 1.92 2.06
N -7.31 2.88 1.47
C -6.25 2.52 0.76
C -4.93 -0.21 -1.38
N -4.22 -1.50 -1.09
C -3.38 -1.18 -0.01
N -2.22 -1.81 0.30
N -3.82 -0.15 0.65
H 0.62 -1.88 1.15
H 0.75 -2.43 2.83
H -0.45 -1.19 2.41
H 2.49 0.89 1.50
H 1.04 0.32 0.71
H -0.24 1.37 2.81
H 1.33 2.00 3.24
H 0.15 3.73 2.06
H 1.58 3.22 1.21
H 0.42 2.38 -0.59
H -0.70 3.65 -0.09
H -1.03 0.71 0.55
H -2.01 1.99 1.20
H -2.10 0.75 -1.50
H -1.91 2.49 -1.58
H -3.87 2.85 -0.17
H -4.19 2.15 -1.75
H -6.35 -0.84 1.11
H -8.32 -0.17 2.44
H -8.87 2.24 2.64
H -5.71 3.32 0.28
H -4.47 0.19 -2.28
H -5.99 -0.38 -1.53
H -4.91 -2.15 -0.71
H -2.16 -2.68 0.80
H -1.35 -1.35 0.09
H -3.24 0.21 1.40
C 8.22 0.03 -1.28
C 7.20 -1.04 -1.63
O 6.74 -1.74 -0.46
C 5.83 -1.10 0.27
O 5.35 -0.03 0.02
O 5.54 -1.86 1.33
C 4.63 -1.25 2.25
H 9.04 -0.40 -0.72
H 8.62 0.47 -2.20
H 7.77 0.82 -0.69
H 7.65 -1.81 -2.25
H 6.35 -0.62 -2.17
H 3.74 -0.91 1.74
H 5.11 -0.42 2.77
H 4.37 -2.02 2.97
C 3.94 -0.25 -2.47
C 3.79 -1.51 -1.64
O 2.43 -1.72 -1.22
C 1.62 -2.22 -2.14
O 1.89 -2.54 -3.27
O 0.40 -2.33 -1.59
C -0.64 -2.81 -2.44
H 3.54 0.61 -1.93
H 4.99 -0.07 -2.68
H 3.41 -0.35 -3.41
H 4.35 -1.42 -0.70
H 4.15 -2.39 -2.17
H -0.41 -3.76 -2.93
H -0.90 -2.07 -3.20
H -1.49 -2.96 -1.78
```

Charge = +1
F_max = 2.2 eV Å⁻¹
LUMO level = -4.0 eV
2S+1 = 1
Energy above the lowest of the compared OMol25 structures with the same formula, charge and spin = 1.8869 eV

Atomic partial charges in e from the Mulliken method, atoms 1 to 2: number 1, C, carries -0.336; number 2, O, carries -0.480

***

No. 4
Here is a molecular structure, CH4Cl2PS in a non-equilibrium geometry from the Open Molecules 2025 dataset. Energies are from ωB97M-V/def2-TZVPD.

```
9
CH4Cl2PS (ωB97M-V/def2-TZVPD)
C -1.14 -0.42 -0.74
P 0.40 0.11 0.06
S 0.03 0.49 2.05
Cl 1.16 1.65 -0.89
Cl 2.70 -1.37 -0.06
H -0.95 -1.19 -1.49
H -1.58 0.45 -1.24
H -1.84 -0.81 0.00
H 1.20 1.09 2.31
```

Charge = +1
F_max = 3.5 eV Å⁻¹
LUMO level (spin up / spin down) = -7.6 / -7.6 eV
2S+1 = 1
Energy above the lowest of the compared OMol25 structures with the same formula, charge and spin = 2.1272 eV

Atomic partial charges in e from the Mulliken method, atoms 1 to 2: number 1, C, carries -0.808; number 2, P, carries 0.752